Formula: CH3N
Source: OMol25
Level of theory: ωB97M-V with the def2-TZVPD basis set

Cartesian coordinates (Å):
C: -0.177 0.306 0.014
N: 1.061 0.120 -0.003
H: -0.474 1.309 -0.105
H: -0.768 -0.530 -0.094
H: 1.536 -0.865 -0.047

Results
- Energy relative to the best compared isomer or geometry (same formula, charge and spin): 11.4 kcal per mole
- M: 29.04 g/mol
- SMILES: C=N
- Highest occupied orbital energy: -9.61 eV
- Electronic energy: -2574.336 eV